No. 1
DFT (ωB97M-V with the def2-TZVPD basis set) results for a molecular structure, C37H50N5P3PbSi2 in a non-equilibrium geometry.

The geometry in XYZ format:
```
98
Properties=species:S:1:pos:R:3:mulliken_charge:R:1
H -0.32 5.76 -4.00 0.31
C -3.75 0.43 -3.79 -1.13
H 2.50 4.05 1.37 0.37
H -4.97 3.07 -2.34 0.32
C 1.80 2.38 4.26 -0.46
C -2.68 6.10 -1.58 -0.74
Pb -0.07 -0.06 -1.84 0.53
H -2.72 -8.82 2.12 0.38
C -2.66 4.78 -1.13 -0.47
P -1.72 -7.01 -0.55 -0.07
H 0.80 -7.63 2.53 0.30
H 5.38 -0.99 -2.69 0.40
H -5.54 -1.00 -1.55 0.30
Si -3.78 0.79 -2.01 0.00
H -5.99 2.01 -1.45 0.47
C -2.46 1.95 3.21 -0.72
C 2.12 0.85 2.38 -0.36
H 5.59 0.43 -1.72 0.26
C -2.12 3.21 3.77 -0.53
C -1.54 4.03 1.54 -0.27
H -1.58 -4.89 2.01 0.41
C -1.08 -5.85 2.25 -0.84
H -1.12 4.81 0.94 0.51
C 5.35 3.35 -1.32 -0.85
C 2.69 3.82 -1.72 -0.12
H 5.77 -1.31 0.69 0.49
C 1.87 1.04 3.75 -0.95
N 0.01 -6.17 1.28 0.05
C 4.78 -0.18 -2.16 -0.89
P -1.35 2.35 -0.63 1.51
H 4.32 -1.75 1.42 0.37
H 4.75 1.75 -0.07 1.04
N -2.28 -6.73 2.17 -0.08
H -0.36 3.56 -3.26 0.46
H -2.00 -9.37 -0.09 0.34
H -1.42 -8.23 3.28 0.31
H 0.61 -6.29 -0.67 0.33
N 2.29 0.14 -0.55 -0.28
C 2.16 1.91 1.56 0.53
C -1.73 2.72 1.05 0.86
H -3.89 -1.66 -1.31 0.27
H -3.98 -7.09 0.91 0.34
C 4.45 2.57 -0.64 -0.94
H 1.64 3.79 -2.00 0.02
C 1.91 3.46 3.40 -0.52
H -4.57 2.84 -0.67 0.14
C 4.96 4.48 -2.04 -0.76
C -1.87 6.52 -2.69 -0.60
C -1.14 -8.67 0.01 -0.50
H -2.42 3.38 4.86 0.32
H -1.57 5.22 3.39 0.33
C -1.01 4.22 -2.73 -0.90
N -2.23 1.13 -1.32 -0.15
H -0.66 -5.70 3.26 0.24
C -0.29 -5.90 -0.10 -0.41
H -0.37 -9.07 -0.69 0.35
Si 3.74 -0.82 -0.70 -0.02
C -1.73 4.21 2.91 -0.72
H 4.21 0.38 -2.97 0.21
C -4.94 2.32 -1.55 -1.05
H 2.97 -2.60 -2.36 0.34
H 3.20 5.38 -3.06 0.49
H -2.14 0.65 1.46 0.41
H -3.95 1.36 -4.29 0.33
N -0.74 -8.54 1.40 0.06
H 1.88 0.21 4.42 0.48
H -4.52 -0.31 -4.06 0.31
H -2.92 1.25 3.92 0.36
H 2.55 -3.26 -0.87 0.25
H -3.23 6.86 -1.08 0.47
C 4.77 -0.95 0.85 -1.20
C -1.73 3.87 -1.58 0.32
H 1.59 2.56 5.34 0.32
H -3.43 4.57 -0.35 0.43
H 5.72 5.04 -2.47 0.43
H 4.92 -0.06 1.47 0.35
C -4.50 -0.72 -1.18 -1.08
C -1.09 5.54 -3.25 -0.47
C -2.20 1.66 1.88 -0.50
C 2.19 3.26 2.07 -0.39
H 4.33 -3.04 -1.34 0.29
H 6.44 3.25 -1.23 0.38
H 2.35 -0.13 1.96 0.24
C 3.56 4.72 -2.31 -0.53
H -3.23 -5.47 0.73 0.35
C 0.35 -7.58 1.56 -0.99
H -4.71 -0.66 -0.09 0.31
C 3.12 2.75 -0.93 0.07
H 1.19 -7.78 0.86 0.41
C -3.01 -6.55 0.84 -0.52
P 1.89 1.63 -0.25 1.83
H 1.83 4.47 3.82 0.42
H -1.85 7.55 -3.08 0.38
C 0.30 1.94 -0.88 -0.82
C 3.31 -2.62 -1.34 -1.19
C -1.85 -8.15 2.26 -0.81
H -2.85 0.10 -4.29 0.34
H -0.32 -4.82 -0.34 0.34
```

E_tot: -95499.354 eV

No. 2
DFT (ωB97M-V with the def2-TZVPD basis set) results for a molecular structure, C21H26BCrN7O3.

The geometry in XYZ format:
```
59
Properties=species:S:1:pos:R:3:lowdin_spin:R:1
N 0.42 -2.25 1.11 0.00
C 1.46 -3.33 2.71 0.01
H 4.22 -1.15 2.39 0.00
H -3.18 -1.69 -0.58 0.00
H 2.79 1.96 -1.66 0.00
O -0.04 -2.25 -1.66 0.05
N -3.04 1.39 1.67 0.00
O -1.11 0.35 1.22 0.01
H 1.03 -5.37 1.95 0.00
C 3.28 1.68 1.09 0.00
B 1.48 -0.78 3.03 0.00
C -2.32 0.27 1.45 0.00
H 3.25 2.62 0.56 0.00
H 1.07 -4.07 -3.16 0.00
H -1.82 6.10 -1.29 0.00
C -3.45 2.59 -1.45 0.09
N 2.18 1.24 1.69 0.00
C -1.47 4.01 -1.34 0.09
H 2.17 1.51 -3.23 0.01
H 2.73 -3.77 -2.60 0.00
C -4.24 3.71 -1.46 0.04
H 3.64 0.71 -2.60 0.00
H -4.06 -1.00 1.60 0.00
C -2.28 5.11 -1.34 0.04
H 2.02 -1.20 4.04 0.00
H -5.32 3.59 -1.52 0.00
N 1.12 -2.12 2.25 0.00
C -1.20 1.52 -1.36 0.10
H 2.03 -3.41 3.62 0.00
H 0.50 -0.13 3.25 0.00
C 0.31 -3.56 0.87 0.01
H -2.62 2.22 1.28 0.00
H 1.52 -4.44 -1.49 0.00
C 2.16 -1.34 -1.85 0.01
C 0.95 -4.30 1.87 0.00
H -4.32 5.89 -1.40 0.02
H -0.22 -3.89 0.00 0.00
H -0.39 4.11 -1.28 0.01
N 0.65 0.35 -1.22 -0.03
H -2.58 -1.57 2.39 0.00
C -3.69 5.01 -1.39 0.19
C 2.66 1.12 -2.33 0.01
H 3.19 -1.58 -2.10 0.00
H -3.89 1.60 -1.52 0.01
N 0.13 1.61 -1.39 0.08
H -2.47 -2.95 0.45 0.00
C 1.68 -3.74 -2.31 0.01
C 1.24 -2.35 -1.91 0.04
C 4.34 0.78 1.26 0.00
C 1.81 0.06 -1.71 0.09
Cr -0.68 -0.94 -0.32 2.95
C 3.80 -0.24 2.01 0.00
C -2.50 -1.88 0.25 -0.04
O -1.80 0.32 -1.32 0.05
H -4.03 1.32 1.54 0.00
H 5.35 0.86 0.89 0.00
C -2.97 -1.09 1.48 0.00
N 2.51 0.07 2.25 0.00
C -2.02 2.68 -1.38 0.15
```

E_tot: -67871.865 eV
Expectation value of S²: 6.06
Total charge: -2
2S+1: 5

No. 3
DFT (ωB97M-V with the def2-TZVPD basis set) results for a molecular structure, C10H31MgO6S5 in a non-equilibrium geometry.

The geometry in XYZ format:
```
53
Properties=species:S:1:pos:R:3:nbo_charge:R:1
O -3.23 2.58 -4.59 -1.03
H -3.72 3.89 -10.79 0.24
S -5.07 0.42 -6.53 1.25
O -3.90 1.42 -6.70 -1.12
C -3.69 1.99 -12.81 -0.80
C 0.69 5.18 -4.54 -0.79
O -3.51 7.46 -10.83 -0.94
H -4.28 3.10 -9.26 0.26
H -5.40 5.45 -12.12 0.25
H 1.76 5.27 -4.33 0.26
H -5.58 1.40 -4.42 0.25
C -3.82 2.96 -10.24 -0.83
O -4.20 0.32 -10.88 -0.98
C -1.53 0.51 -4.20 -0.83
H -6.49 6.75 -8.71 0.24
Mg -2.67 2.85 -6.52 1.83
H -4.92 7.03 -8.02 0.23
H -5.89 8.31 -8.46 0.25
S 0.15 4.34 -6.09 1.22
H 0.16 6.12 -4.48 0.25
C -0.14 5.72 -7.22 -0.82
C -5.58 7.34 -8.83 -0.85
H -1.04 6.31 -7.07 0.27
H 0.18 4.49 -3.87 0.24
S -5.02 7.33 -10.56 1.18
H -1.02 -0.20 -3.55 0.26
H -2.82 2.60 -9.99 0.22
H -6.22 1.96 -7.92 0.24
H 0.69 6.41 -7.07 0.24
C -6.25 0.87 -7.94 -0.79
C -5.76 5.77 -11.14 -0.83
H -6.82 5.99 -11.32 0.24
H -2.36 3.47 -1.94 0.27
H -1.76 1.93 -1.34 0.24
H -0.20 5.35 -8.25 0.26
H -5.63 4.90 -10.50 0.22
H -6.98 0.61 -5.24 0.24
S -4.72 1.72 -11.29 1.18
H -4.00 2.90 -13.33 0.22
H -5.93 0.47 -8.90 0.27
O -3.83 4.21 -6.88 -1.40
H -3.68 1.10 -13.43 0.26
H -6.32 2.31 -5.59 0.27
C -6.12 1.26 -5.36 -0.82
H -4.22 5.10 -7.01 0.47
H -7.31 0.75 -7.75 0.25
O -1.26 3.84 -5.82 -1.10
S -2.89 1.49 -3.50 1.20
H -2.62 2.12 -12.63 0.23
H -0.74 1.06 -4.71 0.24
H -2.06 -0.08 -4.95 0.25
H -0.93 2.55 -2.55 0.23
C -1.97 2.50 -2.24 -0.80
```

E_tot: -82769.867 eV
Total charge: +1

Question: Among the records above, which one has the lowest E_tot?
Answer: C37H50N5P3PbSi2

Question: Which formula does entry 2 have?
Answer: C21H26BCrN7O3

Repeat the third record exactly.
DFT (ωB97M-V with the def2-TZVPD basis set) results for a molecular structure, C10H31MgO6S5 in a non-equilibrium geometry.

The geometry in XYZ format:
```
53
Properties=species:S:1:pos:R:3:nbo_charge:R:1
O -3.23 2.58 -4.59 -1.03
H -3.72 3.89 -10.79 0.24
S -5.07 0.42 -6.53 1.25
O -3.90 1.42 -6.70 -1.12
C -3.69 1.99 -12.81 -0.80
C 0.69 5.18 -4.54 -0.79
O -3.51 7.46 -10.83 -0.94
H -4.28 3.10 -9.26 0.26
H -5.40 5.45 -12.12 0.25
H 1.76 5.27 -4.33 0.26
H -5.58 1.40 -4.42 0.25
C -3.82 2.96 -10.24 -0.83
O -4.20 0.32 -10.88 -0.98
C -1.53 0.51 -4.20 -0.83
H -6.49 6.75 -8.71 0.24
Mg -2.67 2.85 -6.52 1.83
H -4.92 7.03 -8.02 0.23
H -5.89 8.31 -8.46 0.25
S 0.15 4.34 -6.09 1.22
H 0.16 6.12 -4.48 0.25
C -0.14 5.72 -7.22 -0.82
C -5.58 7.34 -8.83 -0.85
H -1.04 6.31 -7.07 0.27
H 0.18 4.49 -3.87 0.24
S -5.02 7.33 -10.56 1.18
H -1.02 -0.20 -3.55 0.26
H -2.82 2.60 -9.99 0.22
H -6.22 1.96 -7.92 0.24
H 0.69 6.41 -7.07 0.24
C -6.25 0.87 -7.94 -0.79
C -5.76 5.77 -11.14 -0.83
H -6.82 5.99 -11.32 0.24
H -2.36 3.47 -1.94 0.27
H -1.76 1.93 -1.34 0.24
H -0.20 5.35 -8.25 0.26
H -5.63 4.90 -10.50 0.22
H -6.98 0.61 -5.24 0.24
S -4.72 1.72 -11.29 1.18
H -4.00 2.90 -13.33 0.22
H -5.93 0.47 -8.90 0.27
O -3.83 4.21 -6.88 -1.40
H -3.68 1.10 -13.43 0.26
H -6.32 2.31 -5.59 0.27
C -6.12 1.26 -5.36 -0.82
H -4.22 5.10 -7.01 0.47
H -7.31 0.75 -7.75 0.25
O -1.26 3.84 -5.82 -1.10
S -2.89 1.49 -3.50 1.20
H -2.62 2.12 -12.63 0.23
H -0.74 1.06 -4.71 0.24
H -2.06 -0.08 -4.95 0.25
H -0.93 2.55 -2.55 0.23
C -1.97 2.50 -2.24 -0.80
```

E_tot: -82769.867 eV
Total charge: +1

Question: Which of these has the highest E_tot?
Answer: C21H26BCrN7O3